(1)
Density functional theory data (ωB97M-V/def2-TZVPD) for a 2-piece molecular cluster, C14H16O overall at a distorted geometry.

For the LUMO energy, the calculation gives 0.0298 Ha. Its SMILES is Cc1ccc(O)cc1.Cc1ccccc1. As for the charge: 0. The value obtained for the HOMO energy is -8.46 eV. Its energy relative to the best compared isomer or geometry (same formula, charge and spin) is 1.276 eV.

XYZ file:
```
31
Properties=species:S:1:pos:R:3:mulliken_charge:R:1
O -3.82948 1.94438 -1.89168 -0.5307
C 1.60516 -2.65286 3.01832 -0.7193
C -2.47080 1.76715 -1.80930 0.7411
C -1.66857 2.86964 -2.00007 -0.6353
C -0.11359 -3.60650 1.49710 -1.4115
C 0.74581 -1.22518 1.30307 -0.3143
C 2.30550 -1.59723 3.59887 -0.1252
C 0.69788 -2.44793 1.99602 0.9442
C 1.68708 1.23218 -2.52272 -1.3707
C 0.23920 1.33893 -2.10419 0.4656
C 1.61878 -0.26979 1.81501 -0.0834
C -1.91082 0.51776 -1.48122 -0.6202
C 2.29551 -0.33609 3.01837 -0.8589
C -0.56847 0.25988 -1.74520 -0.5785
C -0.28932 2.60900 -2.06477 -0.3862
H 0.57977 -4.45528 1.42228 0.3342
H 2.13524 2.05549 -3.07121 0.3864
H -4.25675 1.11667 -2.10128 0.3055
H 1.54107 -3.57827 3.57892 0.3384
H 1.78994 0.57546 1.14265 0.2899
H 2.38793 0.94284 -1.73783 0.2634
H -0.90522 -4.00394 2.13833 0.3186
H -0.29346 -0.73590 -1.43410 0.6353
H 0.13705 -0.96645 0.45988 0.1808
H 1.78351 0.36508 -3.19671 0.3521
H 2.90495 -1.76901 4.48433 0.3548
H 2.89713 0.50822 3.30917 0.3736
H -2.51953 -0.34555 -1.24186 0.2589
H -2.28166 3.75470 -2.12098 0.3884
H 0.36353 3.47378 -2.10450 0.3694
H -0.54809 -3.54058 0.49865 0.3337
```

(2)
Density functional theory data (ωB97M-V/def2-TZVPD) for a 2-piece molecular cluster, C14H16O overall at a distorted geometry.

For the LUMO energy, the calculation gives 0.0317 Ha. Its SMILES is Cc1ccc(O)cc1.Cc1ccccc1. As for the charge: 0. The value obtained for the HOMO energy is -8.21 eV. Its energy relative to the best compared isomer or geometry (same formula, charge and spin) is 1.044 eV.

XYZ file:
```
31
Properties=species:S:1:pos:R:3:mulliken_charge:R:1
O -0.82716 -1.63254 -2.22230 -0.5609
C 0.60790 1.94895 1.75146 -1.0357
C -0.60419 -1.64832 -0.87539 0.7950
C -1.13132 -1.30016 1.42670 -0.1930
C 0.55991 -2.33934 -0.50705 -0.8254
C 0.08453 -1.83624 1.86156 0.2801
C 0.87666 -2.34908 0.85148 -0.1178
C 0.13033 2.05023 -2.45542 -0.4209
C 1.53023 2.23266 -0.52572 -0.7192
C -0.97395 1.82984 -1.65950 -0.5293
C -0.87490 2.05648 -0.29046 -0.3390
C 0.33335 -1.97810 3.33686 -1.5484
C 1.38554 2.29463 -1.91763 -0.6626
C 0.39184 2.18362 0.27318 1.0365
C -1.49390 -1.18751 0.08955 -0.6591
H 1.27989 -1.50676 3.62465 0.3007
H -1.75881 2.20627 0.31047 0.4222
H 0.42266 0.89713 1.97437 -0.0150
H -0.39890 -1.68851 4.08749 0.3221
H -0.07772 2.16147 -3.51681 0.3720
H -0.06260 2.48806 2.42424 0.3637
H -1.87855 -1.08317 2.18548 0.3131
H 2.26521 2.44629 -2.52678 0.3799
H -2.53477 -1.01951 -0.15973 0.3555
H -1.67020 -1.23266 -2.42810 0.3317
H 1.68124 2.07677 1.91250 0.3486
H 1.15138 -2.99481 -1.12447 0.4152
H 1.86015 -2.77711 1.04599 0.3426
H 0.46168 -3.05349 3.48175 0.4199
H -1.90650 1.81298 -2.21741 0.4830
H 2.53870 2.36886 -0.17075 0.3445
```

(3)
Density functional theory data (ωB97M-V/def2-TZVPD) for C14H17AuN3O8P2 as an isolated structure at a distorted geometry.

For the LUMO energy (alpha / beta), the calculation gives -0.1616 / -0.2658 Ha. As for the charge: +1. Its multiplicity is 3. The value obtained for the HOMO energy (alpha / beta) is -11.57 / -11.79 eV.

XYZ file:
```
45
Properties=species:S:1:pos:R:3:mulliken_charge:R:1
Au -1.08709 0.35948 0.57797 0.9864
P -0.35876 -0.05382 -2.73899 0.7301
P 2.04733 -0.63704 -1.26768 0.3256
O -0.05148 2.23756 4.09946 -0.5544
O -1.21389 -0.54898 -3.98430 -0.6077
O 3.62395 -1.06387 -1.48263 -0.5786
O -1.21983 -0.28341 -1.48709 -0.7546
O 2.10162 0.93877 -1.40398 -0.6267
O 0.35709 1.21943 -3.12344 -0.8507
O 0.31384 -2.57824 -2.21368 -0.6142
O 1.47735 -1.09294 -0.02127 -0.2007
N -1.41029 2.40725 0.74626 -0.3841
N -0.38511 0.67574 2.38745 0.0649
N -0.72037 -1.50935 1.32363 -0.0212
C -1.38807 -2.60895 0.85373 -0.6565
C -1.47921 4.58563 -0.14429 -0.7179
C 0.04472 -1.58633 2.42372 0.6856
C -0.86630 -3.82511 1.17732 -0.5279
C -1.64555 3.22267 -0.30273 -0.1543
C 1.66420 -1.55987 -3.96482 -1.4970
C 0.96132 -1.37999 -2.60129 1.1545
C 0.30329 -0.32133 3.11072 -0.6431
C -1.31659 5.14177 1.11804 -0.2915
C -1.03364 2.89358 1.93465 0.4501
C 0.44602 -2.80185 2.87748 -0.8097
C 0.01988 -3.98905 2.23665 -0.3472
C -0.97215 4.27491 2.19126 -0.6211
C -0.47726 1.92575 2.93027 0.5043
H -1.48461 6.17443 1.28473 0.4940
H 0.35611 -4.97843 2.60031 0.4292
H -1.46140 5.20011 -1.02652 0.4202
H -1.85769 -1.29802 -3.83756 0.3813
H 1.37291 -0.10006 3.24976 0.4302
H -1.37888 -4.65920 0.79388 0.5057
H 2.64709 -2.01430 -3.78627 0.4248
H 1.88939 -0.52650 -4.35020 0.3719
H -0.37891 -2.43149 -1.48679 0.3354
H 1.05639 -2.14859 -4.69560 0.3148
H -0.55016 4.53706 3.12384 0.4944
H -0.16620 -0.33422 4.06108 0.5295
H 4.03185 -0.22123 -1.92812 0.3693
H -2.24902 -2.43288 0.24308 0.5082
H 1.43444 1.36867 -2.07811 0.5579
H 1.01928 -2.92279 3.77484 0.4566
H -2.01558 2.74504 -1.19480 0.5341
```

(4)
Density functional theory data (ωB97M-V/def2-TZVPD) for C14H17BCoF6N6O as an isolated structure at a distorted geometry.

For the LUMO energy (alpha / beta), the calculation gives -0.2754 / -0.3983 Ha. As for the charge: +2. Its multiplicity is 4. The value obtained for the HOMO energy (alpha / beta) is -15.84 / -15.83 eV. Its energy relative to the best compared isomer or geometry (same formula, charge and spin) is 0.000 eV.

XYZ file:
```
46
Properties=species:S:1:pos:R:3:mulliken_charge:R:1
Co -0.11556 0.27090 0.97119 -0.2436
F -0.26824 -4.18308 -0.43717 -0.2313
F -3.86090 -2.81785 1.32103 -0.2336
F -2.00570 -4.77656 0.76911 -0.2181
F -0.25118 -3.86366 1.72611 -0.1915
F -2.25800 -2.35773 2.74608 -0.2250
F -3.08301 -0.77587 1.47857 -0.2185
O -0.65457 -1.45485 0.38328 -0.1296
N 2.05354 0.99214 -1.70687 0.1466
N -0.17738 2.09871 -1.36859 -0.1224
N 1.58742 2.54377 0.27273 -0.1283
N 1.70090 -0.15131 -1.01526 -0.0038
N -0.83362 1.21628 -0.52076 0.3052
N 0.99319 1.72317 1.23791 0.3902
C -2.36746 -2.43244 -0.98059 -1.6489
C 0.47775 -0.75868 2.59300 -1.3928
C 1.38749 2.20161 2.44845 0.1096
C 3.06055 -0.72957 -2.70378 -0.9675
C 2.25988 3.53221 0.89202 0.0024
C -1.06475 2.63751 -2.21626 0.0801
C -2.71877 -2.10273 1.49469 0.4909
C 2.26430 -1.17873 -1.61721 -0.0302
C 2.89399 0.66491 -2.72189 0.0419
C -1.65544 -2.37337 0.36339 0.6618
C 2.17231 3.33817 2.26568 -1.1789
C -1.03936 -3.81618 0.62675 0.7381
C -2.14203 1.18597 -0.90712 -0.3972
C -2.31647 2.07751 -1.96551 -1.3974
B 1.35691 2.30796 -1.24315 0.0889
H -0.75176 3.38075 -2.92333 0.4967
H -3.23240 2.28175 -2.47268 0.4570
H 1.72131 3.23645 -1.89565 -0.0042
H 0.96699 -0.34571 3.47131 0.5750
H 2.61115 3.93542 3.04461 0.4320
H 2.06983 -2.18713 -1.25529 0.5691
H -2.89050 -1.48849 -1.15458 0.3795
H -3.08385 -3.25696 -0.98817 0.4732
H -1.62001 -2.57537 -1.76428 0.4221
H -0.28429 0.12312 2.36204 0.6760
H 3.28997 1.43928 -3.35667 0.5135
H -0.12939 -1.60917 2.87456 0.3108
H 3.65112 -1.34255 -3.35507 0.4523
H -2.85360 0.55318 -0.39226 0.8513
H 2.74666 4.30159 0.31479 0.4960
H 1.29881 -1.14652 1.95358 0.3323
H 1.09417 1.68214 3.35126 0.4705
```

(5)
Density functional theory data (ωB97M-V/def2-TZVPD) for C14H17CaN3S as an isolated structure at a distorted geometry.

For the LUMO energy, the calculation gives -0.0712 Ha. As for the charge: 0. The value obtained for the HOMO energy is -5.31 eV. Its energy relative to the best compared isomer or geometry (same formula, charge and spin) is 2.206 eV.

XYZ file:
```
36
Properties=species:S:1:pos:R:3:mulliken_charge:R:1
Ca 0.00175 0.30179 0.28080 1.5465
S 2.02230 0.70657 4.85491 -0.4365
N 0.42130 1.60224 -1.65350 -0.1785
N 0.05949 -0.88456 3.93137 -0.4099
N 0.21025 -1.11070 -1.49904 -0.3084
C 0.80049 -1.44411 -3.80272 -0.6301
C 0.55262 -0.59096 -2.71318 0.5647
C -0.66914 0.97255 5.26421 -0.9390
C 1.02778 3.62687 -2.79654 -0.6327
C -0.77746 -1.68906 4.85427 -0.9531
C -2.27712 0.07049 0.40093 -1.5584
C 0.44783 -3.33389 -2.34329 -0.6912
C 0.12918 -2.44683 -1.31715 -0.0433
C 0.79033 -2.82034 -3.59485 -0.4128
C 1.21127 1.50597 -3.92343 -0.6246
C 0.71019 0.87856 -2.77906 0.4785
C 0.43005 0.18927 4.60103 0.1792
C 0.47815 2.95811 -1.69777 -0.1674
C 1.38713 2.88719 -3.92886 -0.3758
H 1.14639 4.71079 -2.75855 0.3719
H -1.12679 0.42119 6.09828 0.3060
H -0.92226 -2.67285 4.38204 0.2540
H 0.95062 -1.00920 -4.79588 0.3147
H -2.71690 0.77848 -0.31666 0.3018
H 1.85067 3.36748 -4.78341 0.4324
H -1.45353 1.21855 4.53522 0.2023
H 1.46648 0.87976 -4.77773 0.2256
H -0.30550 -1.85040 5.84023 0.2971
H -1.76900 -1.23252 5.02877 0.2848
H 0.10644 3.47656 -0.81376 0.4078
H -2.47865 -0.95516 0.05274 0.2662
H -0.24926 1.90545 5.64740 0.3092
H 0.39999 -4.39718 -2.14148 0.3956
H 1.03258 -3.47946 -4.41821 0.4288
H -0.18213 -2.76720 -0.31810 0.4582
H -2.70554 0.22659 1.40098 0.3364
```

(6)
Density functional theory data (ωB97M-V/def2-TZVPD) for one molecule with the formula C14H17Cl2N3O2S.

For the LUMO energy, the calculation gives 0.0169 Ha. Its SMILES is O=C(Cc1ccc(Cl)c(Cl)c1)NNC(=S)NC[C@H]1CCCO1. As for the charge: 0. The value obtained for the HOMO energy is -8.18 eV. Its energy relative to the best compared isomer or geometry (same formula, charge and spin) is 0.523 eV.

XYZ file:
```
39
Properties=species:S:1:pos:R:3:mulliken_charge:R:1
Cl 0.52492 4.60049 1.88398 -0.2013
Cl -1.15485 3.43021 -0.49068 -0.1738
S 0.66773 -3.99761 2.60607 -0.4602
O -1.33558 -0.70087 -1.25773 -0.5699
O 3.54888 -1.64978 0.04353 -0.6540
N 1.34042 -1.61024 -0.40779 0.2004
N -0.36159 -1.69743 1.98019 -0.0992
N 1.06984 -2.73053 0.38130 -0.5150
C 0.92476 1.77068 -0.91010 -0.3839
C -3.27939 -0.94206 0.06656 -0.9981
C 0.46205 -2.70132 1.60419 -0.0054
C 2.61032 -1.15174 -0.53042 0.6874
C -0.95263 -0.67389 1.15019 -0.9922
C -1.78381 -1.25989 -0.02485 0.5284
C 1.15604 3.32070 0.91581 0.2657
C 2.70836 0.08166 -1.42702 -1.2791
C -3.37374 0.35975 -0.72383 -0.3845
C 0.41242 2.80162 -0.13880 0.4272
C 2.91949 1.77021 0.41637 -0.4499
C 2.41348 2.79937 1.18639 -0.6657
C 2.18160 1.24664 -0.64046 0.3972
C -2.36133 0.10201 -1.83399 -0.5130
H 2.98658 3.20458 2.00488 0.4361
H 0.33667 1.37914 -1.72471 0.3073
H -1.60546 -2.34220 -0.06260 0.4602
H -0.82975 -1.90525 2.85073 0.3037
H -2.81916 -0.45236 -2.66345 0.3498
H -1.91222 1.01735 -2.22402 0.2685
H 0.57146 -1.25460 -0.96659 0.2655
H 1.80612 -3.43118 0.33512 0.3257
H -0.17143 -0.02644 0.74021 0.0870
H -3.05330 1.20376 -0.11274 0.0902
H -1.58215 -0.05911 1.79416 0.5392
H 2.13279 -0.06765 -2.33938 0.3935
H -3.85610 -1.72360 -0.42968 0.3244
H 3.75988 0.22743 -1.67366 0.3984
H 3.89178 1.35965 0.64004 0.4395
H -3.62326 -0.85348 1.09380 0.4189
H -4.36984 0.55595 -1.11101 0.4310
```

Number 1: calculated total energy -618.26909 Ha. Number 2: calculated total energy -618.27764 Ha. Number 3: calculated total energy -2128.13176 Ha. Number 4: calculated total energy -2953.60663 Ha. Number 5: calculated total energy -1783.63347 Ha. Number 6: calculated total energy -2177.01074 Ha.